[1]
Here is a molecular structure, C42H49CrN7O8 at a distorted geometry from OMol25. Energies are from wB97M-V/def2-TZVPD.

Results
electronic energy	-3659.3791	Ha
spin multiplicity	4
molar mass	831.9	g/mol
net charge	+1
F_max	3.245	eV/Å
Kohn-Sham gap (alpha / beta)	7.697 / 7.841	eV

The geometry in XYZ format:
```
107
C42H49CrN7O8, DFT wB97M-V/def2-TZVPD
Cr -15.923 12.127 10.978
C -13.535 7.315 12.567
N -14.345 8.233 11.699
C -14.975 7.621 10.527
C -14.700 9.480 11.997
O -15.290 10.218 11.087
C -14.285 10.086 13.328
O -12.940 10.573 13.057
C -12.419 11.540 13.918
C -13.229 12.892 13.804
O -14.329 12.981 13.212
N -12.656 13.962 14.411
C -11.430 13.873 15.260
C -13.473 15.173 14.511
H -13.734 6.282 12.302
H -13.746 7.416 13.639
H -12.456 7.548 12.448
H -16.010 7.385 10.740
H -14.453 6.699 10.288
H -14.932 8.375 9.708
H -14.331 9.360 14.177
H -14.931 10.954 13.553
H -11.364 11.645 13.664
H -12.446 11.217 14.956
H -10.922 12.895 15.176
H -11.663 14.039 16.315
H -10.742 14.642 14.848
H -14.117 15.172 13.614
H -12.869 16.089 14.556
H -14.086 15.115 15.408
C -15.590 9.998 4.361
O -15.024 11.044 5.237
C -14.340 12.118 4.806
C -14.351 12.589 3.514
C -13.536 13.691 3.184
C -12.707 14.282 4.103
C -12.680 13.797 5.423
C -13.570 12.812 5.818
N -13.632 12.464 7.215
C -14.652 12.445 8.140
N -15.871 12.764 7.645
C -17.159 12.613 8.249
C -17.423 12.223 9.556
C -18.756 12.105 9.913
C -19.784 12.399 9.020
C -19.536 12.974 7.798
C -18.196 13.089 7.365
O -17.738 13.652 6.206
C -18.745 13.957 5.168
N -14.420 12.285 9.437
C -13.038 12.271 9.881
C -12.550 13.452 10.407
C -11.177 13.676 10.503
C -10.297 12.646 10.200
C -10.794 11.347 9.969
C -12.152 11.144 9.706
O -12.653 9.970 9.251
C -11.730 8.896 8.886
H -16.340 9.481 4.958
H -14.767 9.267 4.113
H -15.999 10.455 3.484
H -14.924 12.036 2.740
H -13.609 14.100 2.164
H -12.028 15.089 3.824
H -11.988 14.268 6.104
H -12.710 12.402 7.616
H -15.875 12.793 6.632
H -18.997 11.832 10.935
H -20.830 12.148 9.300
H -20.315 13.453 7.195
H -18.403 14.906 4.709
H -19.757 14.072 5.557
H -18.805 13.124 4.471
H -13.305 14.224 10.588
H -10.791 14.656 10.749
H -9.243 12.819 10.197
H -10.103 10.504 9.862
H -12.310 8.152 8.360
H -11.240 8.458 9.784
H -10.987 9.251 8.172
O -14.985 15.629 10.705
C -15.996 15.197 11.279
O -16.455 14.006 11.441
C -16.926 16.303 11.902
C -16.573 17.670 11.917
C -17.365 18.625 12.561
C -18.545 18.227 13.215
C -18.945 16.881 13.151
C -18.128 15.968 12.508
H -15.600 17.889 11.481
H -17.119 19.681 12.458
H -19.114 18.943 13.780
H -19.898 16.554 13.611
H -18.493 14.921 12.453
N -18.042 9.565 11.770
C -17.945 10.390 12.868
C -18.487 10.001 14.095
C -18.388 10.820 15.209
C -17.685 12.027 15.071
C -17.132 12.336 13.836
N -17.215 11.507 12.717
H -18.826 8.951 11.694
H -17.655 9.908 10.874
H -18.981 9.052 14.111
H -18.914 10.541 16.122
H -17.519 12.766 15.835
H -16.627 13.271 13.665
```

Atom charges from the Mulliken analysis, given in e for atoms 1 to 5:
1. Cr 0.8252
2. C -0.9948
3. N 0.5022
4. C -0.8982
5. C -0.0340

[2]
Here is 11 unconnected molecules or ions with the total composition H20NO13 at a distorted geometry from OMol25. Energies are from wB97M-V/def2-TZVPD.

Results
electronic energy	-1044.8661	Ha
molar mass	242.2	g/mol
net charge	-1
F_max	3.741	eV/Å
Kohn-Sham gap	9.887	eV

The geometry in XYZ format:
```
34
H20NO13, DFT wB97M-V/def2-TZVPD
N 0.239 -0.508 0.037
O 0.264 -0.684 1.282
O -0.840 -0.453 -0.515
O 1.281 -0.434 -0.532
O 3.873 1.899 -0.512
H 4.341 2.325 -1.231
H 2.948 2.013 -0.728
O -1.907 -2.269 2.538
H -1.044 -1.902 2.343
H -2.043 -2.083 3.467
O 1.748 1.304 2.448
H 1.536 0.916 3.297
H 1.338 0.722 1.808
O -1.919 -1.293 -3.229
H -1.501 -0.915 -2.456
H -2.609 -0.670 -3.458
O 2.495 -2.338 -2.333
H 2.034 -1.547 -2.052
H 3.420 -2.094 -2.317
O -3.896 0.639 -1.147
H -3.029 0.636 -1.554
H -3.719 0.681 -0.207
O 3.957 -0.498 1.637
H 3.394 -0.057 1.001
H 3.359 -0.800 2.319
O 1.233 2.670 -1.707
H 0.918 1.767 -1.674
H 0.502 3.192 -1.378
O -3.815 -1.639 0.570
H -2.991 -1.760 1.041
H -3.559 -1.584 -0.351
O -2.240 1.782 0.956
H -1.912 0.887 0.864
H -1.855 2.096 1.774
```

Atom charges from the Mulliken analysis, given in e for atoms 1 to 5:
1. N 0.9874
2. O -0.8200
3. O -0.5904
4. O -0.4970
5. O -0.6223

Energy above the lowest of the compared OMol25 structures with the same formula, charge and spin list, top to bottom, in kJ/mol: 0.0 112.9